[1]
Molecular formula: C18H42Cl2F30HfNO4P5
Method: DFT, ωB97M-V with the def2-TZVPD basis set

Values from the calculation:
**HOMO level**: -10.39 eV
**E_tot**: -183373.1861 eV
**Orbital gap**: 0.289 Ha

Structure (ORCA input):
```
! wB97M-V def2-TZVPD RIJCOSX def2/J DEFGRID3
* xyz 0 1
C -4.1854 0.6364 1.1334
C -2.8544 1.0873 1.7514
C -2.9384 1.3378 3.2621
N -1.7284 2.1447 3.7866
C -0.5335 1.2010 3.7330
C -1.4468 3.4226 2.9905
C -0.5572 4.2340 3.9319
C -0.8219 3.7373 5.3688
C -1.9130 2.7087 5.1819
H -4.8407 0.3187 1.9444
H -4.1064 -0.0294 0.2740
H -4.6186 1.5598 0.7489
H -2.5456 1.9597 1.1755
H -2.2183 0.2528 1.4565
H -3.0366 0.4125 3.8299
H -3.7880 1.9835 3.4843
H -0.3132 1.0589 2.6750
H -0.7623 0.1954 4.0861
H 0.2290 1.5612 4.4237
H -1.0162 3.2986 1.9969
H -2.3353 4.0386 2.8515
H 0.5261 4.1770 3.8259
H -0.8882 5.2632 3.7933
H 0.0368 3.3506 5.9176
H -1.2871 4.5589 5.9134
H -1.9925 1.7875 5.7591
H -2.8724 3.2229 5.1254
Hf -0.6590 -0.9560 -3.4576
P 1.6672 1.9716 -4.4922
F 1.4587 2.3856 -2.9460
F 2.6173 3.3099 -4.6625
F 2.8252 1.0158 -4.0888
F 1.8683 1.5679 -6.0821
F 0.6770 0.6719 -4.3066
F 0.3528 2.8040 -4.8943
P -2.5001 1.5382 -2.7813
F -2.7166 2.0368 -1.2352
F -2.8240 0.0371 -2.2344
F -3.9634 1.8010 -3.4175
F -1.9571 0.8017 -4.1054
F -1.8988 2.9483 -3.1994
F -1.0216 1.0422 -2.3885
P 0.7708 -1.2610 -0.6506
F 0.3638 -2.1836 0.6461
F 1.1135 0.1251 0.1899
F 2.3736 -1.6413 -0.5626
F 1.0831 -0.4190 -1.9885
F 0.4447 -2.4316 -1.7519
F -0.6957 -0.7639 -0.9036
P 2.9313 -2.3639 -4.4073
F 3.5931 -1.2101 -3.4311
F 3.0380 -1.3878 -5.7252
F 4.3204 -3.0874 -4.7516
F 2.1166 -3.6421 -5.1343
F 2.6666 -3.2638 -3.0650
F 1.5057 -1.5947 -4.1741
P -3.1799 -3.3237 -1.2481
F -2.9108 -2.4250 0.1346
F -4.3403 -2.3620 -1.6730
F -2.2566 -2.3973 -2.0710
F -3.3310 -4.2431 -2.5365
F -1.9183 -4.2793 -0.9069
F -4.2128 -4.3625 -0.5691
Cl 5.2716 0.2992 2.0828
C 3.6232 0.8646 1.6774
C 3.6473 2.2525 1.0823
Cl 2.1147 2.9693 1.1014
H 3.0267 0.8363 2.5893
H 3.2986 0.1671 0.9053
H 4.0143 2.2337 0.0561
H 4.3666 2.7725 1.7150
C 0.8197 -2.3752 3.9580
O 1.2474 -1.0772 4.3730
C 2.6530 -1.0968 4.7832
C 2.8956 0.2897 5.4865
O 2.4318 0.3538 6.8365
C 2.8783 1.4552 7.5769
H -0.2542 -2.3056 3.7849
H 0.9176 -3.1173 4.7503
H 1.2364 -2.6599 2.9919
H 3.3141 -1.2750 3.9351
H 2.7746 -1.9129 5.4955
H 2.3905 1.0645 4.9098
H 3.9580 0.4897 5.3470
H 2.6149 1.3517 8.6295
H 2.5744 2.4500 7.2510
H 3.9654 1.5250 7.6149
C -0.9965 0.0355 -6.6614
O -0.7524 -1.0939 -5.8296
C -0.4040 -2.2062 -6.6655
C -0.6692 -3.4077 -5.7269
O -0.6362 -3.0387 -4.3198
C -0.4951 -4.3229 -3.6402
H -1.8758 -0.0236 -7.3029
H -0.0916 0.1966 -7.2472
H -1.2553 0.9749 -6.1728
H 0.6678 -2.1507 -6.8563
H -0.9144 -2.3564 -7.6169
H 0.1364 -4.0722 -6.0394
H -1.6423 -3.7901 -6.0350
H 0.2983 -4.9244 -4.0838
H -1.3732 -4.9627 -3.7281
H -0.3701 -4.3503 -2.5577
*
```

These are the Löwdin partial charges, in e, on atoms 1 to 99:
1. C -0.079
2. C -0.230
3. C -0.089
4. N -0.250
5. C 0.038
6. C -0.096
7. C -0.142
8. C -0.141
9. C -0.101
10. H 0.078
11. H 0.065
12. H 0.073
13. H 0.087
14. H 0.106
15. H 0.140
16. H 0.129
17. H 0.104
18. H 0.096
19. H 0.093
20. H 0.123
21. H 0.139
22. H 0.107
23. H 0.119
24. H 0.110
25. H 0.118
26. H 0.146
27. H 0.133
28. Hf 2.323
29. P 0.190
30. F -0.139
31. F -0.157
32. F -0.093
33. F -0.154
34. F -0.240
35. F -0.138
36. P 0.239
37. F -0.110
38. F -0.168
39. F -0.075
40. F -0.195
41. F -0.062
42. F -0.225
43. P 0.270
44. F -0.105
45. F -0.162
46. F -0.116
47. F -0.189
48. F -0.171
49. F -0.156
50. P 0.300
51. F -0.151
52. F -0.139
53. F -0.119
54. F -0.182
55. F -0.159
56. F -0.238
57. P 0.085
58. F -0.166
59. F -0.106
60. F -0.188
61. F -0.144
62. F -0.145
63. F -0.137
64. Cl 0.564
65. C -0.660
66. C -0.733
67. Cl 0.651
68. H 0.042
69. H 0.042
70. H 0.089
71. H 0.063
72. C -0.097
73. O -0.236
74. C -0.135
75. C -0.183
76. O -0.168
77. C -0.132
78. H 0.081
79. H 0.090
80. H 0.082
81. H 0.105
82. H 0.122
83. H 0.097
84. H 0.118
85. H 0.089
86. H 0.076
87. H 0.085
88. C -0.065
89. O -0.294
90. C -0.113
91. C -0.130
92. O -0.308
93. C -0.054
94. H 0.111
95. H 0.116
96. H 0.086
97. H 0.133
98. H 0.150
99. H 0.128


[2]
Molecular formula: C18H42IN10O18S2
Method: DFT, ωB97M-V with the def2-TZVPD basis set

Values from the calculation:
**HOMO level**: -11.71 eV
**Relative energy (zero: lowest compared OMol25 entry of this formula, charge and spin)**: 6.5 kcal/mol
**E_tot**: -100845.2953 eV
**Orbital gap**: 0.310 Ha

Structure (ORCA input):
```
! wB97M-V def2-TZVPD RIJCOSX def2/J DEFGRID3
* xyz 1 1
C -1.7001 3.9322 -1.7569
C -1.4550 3.9797 -0.2572
S 0.0771 3.1191 0.2007
C -0.6313 1.5168 0.6834
C 0.3985 0.4577 0.6882
N 1.7324 0.6512 0.9612
C 2.3830 -0.4924 0.8914
N 1.4993 -1.4475 0.5705
S 2.0158 -3.0895 0.3945
C 0.9389 -3.9703 1.4841
O 3.3384 -3.1240 0.9280
O 1.8576 -3.4750 -0.9625
C 0.2222 -0.8806 0.4248
C -1.0041 -1.6149 0.0143
C -0.9974 -1.8962 -1.4926
C -2.1091 -2.8677 -1.8888
I -2.5516 -2.6554 -3.9633
H -1.7019 2.8979 -2.0889
H -0.9014 4.4356 -2.2882
H -2.6619 4.3717 -1.9944
H -1.4180 4.9900 0.1293
H -2.2703 3.4692 0.2477
H -1.1392 1.6338 1.6376
H -1.3776 1.2474 -0.0578
H 2.1423 1.5482 1.1816
H 3.4260 -0.6786 1.0563
H 0.2281 -4.5505 0.9115
H 1.5925 -4.5796 2.0924
H 0.4021 -3.2795 2.1239
H -1.8515 -0.9861 0.2620
H -1.1180 -2.5233 0.5973
H -0.0469 -2.3202 -1.7944
H -1.1192 -0.9669 -2.0400
H -1.7582 -3.8829 -1.7638
H -3.0119 -2.7108 -1.3152
C -1.1649 1.0360 5.2839
N -1.3502 2.3180 4.5496
O -1.9373 2.2897 3.4762
O -0.9150 3.3163 5.0613
H -1.6096 0.2371 4.7047
H -0.0964 0.8934 5.4150
H -1.6578 1.1356 6.2423
C -3.9797 4.4468 2.5291
N -4.1631 5.7206 1.7842
O -4.7422 5.6707 0.7143
O -3.7173 6.7246 2.2870
H -4.4286 3.6472 1.9522
H -2.9159 4.2933 2.6620
H -4.4762 4.5573 3.4879
C 4.8283 -0.9449 -2.1497
N 4.1815 0.2735 -2.7064
O 3.5531 0.1713 -3.7312
O 4.3165 1.2962 -2.0599
H 4.6182 -1.7841 -2.8011
H 5.8952 -0.7583 -2.0870
H 4.4022 -1.0977 -1.1632
C 9.2404 0.9551 -3.7168
N 8.5423 -0.3140 -3.3730
O 7.6257 -0.6743 -4.0836
O 8.9325 -0.9149 -2.3952
H 8.7789 1.3673 -4.6052
H 9.1356 1.6210 -2.8661
H 10.2849 0.7126 -3.8856
C -2.0388 -0.9489 9.6930
N -2.5107 -0.6990 8.3035
O -3.5694 -0.1398 8.1492
O -1.7893 -1.0732 7.3952
H -2.7817 -0.5604 10.3779
H -1.9160 -2.0215 9.8043
H -1.0864 -0.4411 9.8076
C -8.2786 4.7103 1.0935
N -7.5753 3.4308 1.3806
O -7.5852 2.5700 0.5308
O -7.0212 3.3364 2.4580
H -8.7154 4.6435 0.1053
H -9.0384 4.8398 1.8578
H -7.5377 5.5024 1.1482
C -5.4025 -3.5764 -6.6424
N -6.7627 -3.7657 -6.0670
O -6.9694 -4.7750 -5.4297
O -7.5673 -2.8855 -6.2743
H -4.7958 -4.4325 -6.3739
H -5.5106 -3.4891 -7.7188
H -5.0033 -2.6587 -6.2222
C 8.9289 -3.7812 -4.0027
N 9.6924 -4.9294 -4.5648
O 10.0667 -4.8511 -5.7140
O 9.8866 -5.8679 -3.8238
H 8.8286 -3.0262 -4.7721
H 7.9593 -4.1571 -3.6932
H 9.4829 -3.4074 -3.1483
*
```

The computed Löwdin charges, all in e, follow:
1. C -0.144
2. C -0.525
3. S 0.900
4. C -0.399
5. C -0.211
6. N 0.181
7. C -0.043
8. N -0.052
9. S 0.671
10. C -0.088
11. O -0.255
12. O -0.234
13. C -0.138
14. C -0.117
15. C -0.309
16. C -0.652
17. I 0.844
18. H 0.064
19. H 0.074
20. H 0.080
21. H 0.075
22. H 0.060
23. H 0.059
24. H 0.092
25. H 0.169
26. H 0.157
27. H 0.083
28. H 0.084
29. H 0.077
30. H 0.129
31. H 0.109
32. H 0.087
33. H 0.088
34. H 0.041
35. H 0.049
36. C 0.047
37. N -0.421
38. O 0.014
39. O 0.106
40. H 0.095
41. H 0.105
42. H 0.083
43. C 0.023
44. N -0.446
45. O 0.045
46. O 0.081
47. H 0.084
48. H 0.070
49. H 0.108
50. C 0.055
51. N -0.452
52. O 0.092
53. O 0.044
54. H 0.105
55. H 0.083
56. H 0.068
57. C 0.060
58. N -0.444
59. O 0.053
60. O 0.059
61. H 0.098
62. H 0.104
63. H 0.106
64. C 0.056
65. N -0.447
66. O 0.088
67. O 0.030
68. H 0.099
69. H 0.103
70. H 0.103
71. C 0.053
72. N -0.448
73. O 0.073
74. O 0.040
75. H 0.097
76. H 0.103
77. H 0.090
78. C 0.022
79. N -0.457
80. O 0.068
81. O 0.069
82. H 0.085
83. H 0.101
84. H 0.062
85. C 0.029
86. N -0.457
87. O 0.073
88. O 0.065
89. H 0.080
90. H 0.101
91. H 0.089


[3]
Molecular formula: C18H42N7O9Y
Method: DFT, ωB97M-V with the def2-TZVPD basis set

Values from the calculation:
**HOMO level**: -14.13 eV
**Relative energy (zero: lowest compared OMol25 entry of this formula, charge and spin)**: 0.0 kcal/mol
**E_tot**: -49242.2400 eV
**Orbital gap**: 0.346 Ha

Structure (ORCA input):
```
! wB97M-V def2-TZVPD RIJCOSX def2/J DEFGRID3
* xyz 2 1
Y 0.2492 0.7243 0.1330
N -1.0533 -2.3901 1.3919
O -2.2655 -2.2389 1.6871
O -0.5353 -3.4815 1.3308
O -0.3533 -1.3427 1.2189
C -1.1097 2.4960 4.1457
C -1.2579 1.3267 3.2258
O -0.8628 1.4125 2.0393
N -1.8617 0.2232 3.6198
C -2.3610 -0.1056 4.9709
H -1.2937 2.2441 5.1847
H -1.8289 3.2344 3.7897
H -0.1082 2.8999 4.0282
H -1.9871 -0.5135 2.9270
H -2.9287 0.7223 5.3974
H -1.5376 -0.3947 5.6150
H -3.1081 -0.8866 4.8610
C -4.1001 1.5459 -1.1408
C -3.2196 0.5171 -0.5091
O -2.0423 0.8135 -0.2224
N -3.6835 -0.7015 -0.2465
C -4.8587 -1.3536 -0.8224
H -3.4477 2.1323 -1.7931
H -4.4051 2.2539 -0.3684
H -4.9444 1.1558 -1.6907
H -3.0839 -1.2938 0.3316
H -5.7063 -0.6798 -0.9380
H -5.1911 -2.1314 -0.1392
H -4.6537 -1.7877 -1.8030
C 0.6227 3.7205 -3.0534
C -0.1718 2.4675 -2.9794
O -0.1138 1.6894 -1.9981
N -0.8995 2.1586 -4.0507
C -1.7564 0.9935 -4.1615
H 0.2945 4.3929 -3.8456
H 1.6751 3.4989 -3.2468
H 0.5908 4.2812 -2.1198
H -0.8360 2.8201 -4.8080
H -1.4966 0.3841 -5.0236
H -2.7842 1.3307 -4.3205
H -1.7050 0.4582 -3.2177
C -1.1487 -3.1215 -1.9748
C -0.2290 -1.9515 -2.2120
O -0.1025 -1.0348 -1.4005
N 0.4774 -1.9820 -3.3484
C 1.3572 -0.9426 -3.8255
H -1.8954 -3.1716 -2.7677
H -1.6192 -3.0074 -1.0060
H -0.5900 -4.0574 -1.9826
H 0.4553 -2.8106 -3.9209
H 2.2406 -1.3724 -4.2967
H 1.7316 -0.3353 -2.9990
H 0.8691 -0.2681 -4.5292
C 3.5637 -1.9931 -1.1696
C 3.4237 -0.5498 -0.7742
O 2.3028 -0.0381 -0.5793
N 4.5191 0.1599 -0.6436
C 4.5506 1.5943 -0.3428
H 4.5073 -2.1925 -1.6727
H 2.7341 -2.2498 -1.8239
H 3.5180 -2.6131 -0.2757
H 5.4156 -0.2665 -0.8107
H 4.5581 1.7582 0.7377
H 3.6570 2.0670 -0.7391
H 5.4645 2.0096 -0.7506
C 2.6574 1.2326 4.0169
C 2.2751 0.1065 3.0876
O 1.5842 0.3264 2.0821
N 2.6663 -1.1090 3.4491
C 2.4659 -2.3222 2.6536
H 3.1446 2.0587 3.4981
H 3.3117 0.9236 4.8282
H 1.7415 1.6577 4.4345
H 3.3094 -1.1773 4.2203
H 1.7338 -2.9623 3.1459
H 3.3815 -2.9117 2.6131
H 2.0880 -2.0496 1.6792
*
```

The computed Löwdin charges, all in e, follow:
1. Y 1.750
2. N -0.536
3. O -0.033
4. O 0.072
5. O -0.160
6. C 0.035
7. C -0.488
8. O -0.135
9. N 0.079
10. C -0.023
11. H 0.082
12. H 0.110
13. H 0.082
14. H 0.112
15. H 0.090
16. H 0.093
17. H 0.096
18. C 0.037
19. C -0.476
20. O -0.115
21. N 0.066
22. C -0.036
23. H 0.083
24. H 0.109
25. H 0.079
26. H 0.091
27. H 0.083
28. H 0.097
29. H 0.089
30. C 0.027
31. C -0.479
32. O -0.113
33. N 0.056
34. C -0.027
35. H 0.095
36. H 0.103
37. H 0.098
38. H 0.153
39. H 0.094
40. H 0.098
41. H 0.076
42. C 0.046
43. C -0.481
44. O -0.081
45. N 0.045
46. C -0.050
47. H 0.098
48. H 0.066
49. H 0.105
50. H 0.154
51. H 0.100
52. H 0.067
53. H 0.080
54. C 0.055
55. C -0.490
56. O -0.121
57. N 0.061
58. C -0.013
59. H 0.098
60. H 0.076
61. H 0.094
62. H 0.156
63. H 0.091
64. H 0.080
65. H 0.098
66. C 0.038
67. C -0.484
68. O -0.098
69. N 0.061
70. C -0.022
71. H 0.093
72. H 0.090
73. H 0.078
74. H 0.147
75. H 0.096
76. H 0.096
77. H 0.057